# 1
143
Properties=species:S:1:pos:R:3:lowdin_charge:R:1 method="wB97M-V/def2-TZVPD" charge=0 e_homo_ha=-0.278 lumo_ev=-0.24 energy_ev=-2613223.71929 gap_ev=7.332
O -4.395 3.612 -0.285 0.103
Br 4.188 -4.643 -3.150 0.580
Br 7.349 -9.555 1.788 0.558
Br 0.175 9.257 1.140 0.586
C -5.554 -1.867 4.083 -0.271
H 2.939 4.315 2.762 0.047
Br 7.785 -10.692 -2.079 0.540
C -4.330 3.344 -2.953 -0.297
Br 3.815 -1.115 -4.627 0.566
H -1.397 3.974 2.371 0.119
H -1.258 3.967 0.126 0.101
H 5.290 -0.999 -6.609 -0.028
H 0.737 -1.494 2.634 0.080
Br -3.792 2.168 -6.042 0.782
Br 0.741 -8.384 6.783 0.568
N -3.138 3.647 -2.161 0.129
C -1.071 2.894 0.032 -0.162
Br 6.625 4.523 -0.302 0.575
H -6.527 -1.948 4.540 0.081
F 0.433 0.811 -2.338 0.127
Br -0.937 3.363 -6.833 0.552
C -4.248 -1.496 2.158 -0.035
H -3.032 2.452 5.779 0.088
C -4.401 -2.064 4.786 -0.117
C -3.156 -2.005 4.213 -0.012
H 0.159 5.726 2.314 0.039
H -1.637 -8.119 6.195 -0.032
H 5.468 -11.532 -2.243 -0.029
H -4.489 -2.310 5.839 0.119
H -4.181 -1.272 1.098 0.122
H -1.956 2.358 2.577 0.073
Br -6.484 3.793 5.372 0.570
O 2.056 0.348 -0.976 0.138
S 2.635 -0.152 2.300 0.850
Br 4.094 2.692 -0.949 0.639
Br 5.893 -11.028 -4.624 0.557
C -7.133 2.026 5.795 -1.605
C -4.556 2.067 -3.370 -0.161
C 6.336 -11.686 -2.867 -1.643
C -0.027 0.007 1.090 -0.349
Br 2.953 8.856 -0.380 0.533
H -3.858 1.287 -3.092 0.119
C -5.179 4.384 -3.233 -0.015
H 2.370 2.631 3.089 -0.004
O -0.817 2.011 6.030 0.081
H -6.394 -1.412 2.173 0.117
C 0.631 5.493 1.350 -0.313
C -5.481 -1.559 2.733 -0.119
H 6.853 -7.655 0.285 -0.075
Br -0.058 5.407 -10.644 0.565
N 4.656 -4.654 2.157 0.054
C 1.108 -1.017 1.722 -0.455
H 3.439 3.018 1.730 -0.034
Br 0.333 -2.243 7.157 0.569
H -0.039 5.751 0.529 0.034
C -1.287 -0.256 1.908 -0.009
O 0.519 1.273 1.344 -0.158
C 1.927 9.984 0.802 -1.624
H 0.872 -2.688 0.429 0.110
H 1.669 -3.490 3.093 0.021
C -0.893 -7.412 6.533 -1.648
Br -2.547 5.968 -8.736 0.546
H -7.424 2.628 -4.991 0.112
H -2.256 -2.182 4.780 0.111
C 5.809 -5.594 -2.815 -1.598
C 2.638 -2.924 1.257 -0.252
Br 6.717 -4.879 -1.276 0.708
H -5.216 -0.785 -10.558 -0.032
O -1.328 -2.676 1.676 0.151
Br -3.565 1.011 -10.185 0.617
H -2.519 1.294 -0.613 0.101
Br -1.259 0.285 -6.028 0.580
C 3.795 -3.160 0.486 0.000
H -2.964 2.181 0.913 0.100
C -0.929 -1.154 -0.909 -0.481
N -2.639 2.754 4.890 0.140
Br 2.652 -2.719 5.021 0.787
C -3.409 3.203 -0.834 -0.458
C -5.681 1.787 -4.147 -0.232
C -0.810 6.570 -9.305 -1.635
H 6.448 -5.405 -3.666 -0.055
C 4.750 -4.012 1.022 -0.207
H -2.155 0.335 1.594 0.116
C 2.135 -2.858 6.881 -1.571
H -4.980 5.380 -2.868 0.126
C 7.643 -7.818 1.007 -1.649
Br -6.170 0.653 4.826 0.768
C -2.484 2.235 -0.062 -0.074
Br -5.121 -0.840 -8.090 0.570
H -0.572 2.800 -0.939 0.106
Br -0.700 -6.090 5.150 0.551
C -6.524 2.823 -4.419 -0.131
H -1.064 0.125 2.913 0.155
N 1.581 -2.036 0.754 0.001
C -4.389 -0.704 -9.868 -1.620
C -6.288 4.100 -3.979 -0.078
Br -1.538 -6.647 8.180 0.562
H 3.499 -4.938 3.796 0.084
H -5.846 0.774 -4.483 0.104
H 5.698 -4.239 0.482 -0.059
C -1.035 2.954 2.498 -0.175
F -2.257 -1.117 -0.743 0.145
C -3.095 -1.718 2.880 -0.162
H 2.784 -2.211 7.455 -0.030
H -2.254 1.563 -7.889 -0.118
Br 2.414 -4.646 7.564 0.565
Br -3.184 -2.155 -10.255 0.582
H 0.369 1.913 3.788 0.108
C -0.323 2.756 3.849 -0.096
Br 6.429 -2.775 -5.330 0.575
C 5.501 -1.112 -5.555 -1.634
C 2.541 -3.616 2.492 -0.183
Br 7.511 -6.413 2.318 0.595
C 4.947 4.390 -1.243 -1.596
Br 6.693 -13.580 -2.881 0.574
H -3.077 2.139 4.209 0.068
H 3.483 -0.298 1.263 -0.096
C -1.795 -1.653 2.096 -0.339
Br 6.620 0.364 -5.021 0.574
Br 9.314 -7.741 0.044 0.538
Br -9.035 1.878 5.527 0.578
H -0.942 7.540 -9.762 -0.033
P 1.237 3.769 1.138 0.961
Br 5.576 -7.501 -2.687 0.591
C 2.598 3.368 2.326 -0.289
H 3.868 -2.646 -0.464 0.102
C 0.899 0.333 -1.163 -0.471
C 3.580 -4.425 2.842 -0.254
H 0.238 3.666 4.079 0.126
Br 3.774 5.864 -0.816 0.529
H 1.786 10.929 0.298 -0.032
H -6.969 4.902 -4.228 0.111
C -2.081 1.813 -6.853 -1.597
H -6.947 1.864 6.847 -0.030
N -0.127 -0.158 -0.361 0.156
O -0.498 -2.033 -1.571 0.214
C -0.207 2.500 1.252 -0.517
C -1.262 2.458 5.011 -0.517
Br 2.877 10.349 2.437 0.579
H -2.326 3.121 -2.476 0.120
Br 0.384 6.804 -7.809 0.557
H 5.168 4.457 -2.298 -0.031
H 1.492 6.160 1.249 -0.008

***

# 2
85
Properties=species:S:1:pos:R:3:lowdin_charge:R:1 method="wB97M-V/def2-TZVPD" charge=-1 e_homo_ha=-0.080 lumo_ev=2.49 energy_ev=-42919.64098 gap_ev=4.674
H -2.066 -4.036 0.384 0.079
H -2.126 -2.757 -2.361 0.085
H 3.874 0.032 -0.053 0.075
C -1.582 4.254 -0.816 -0.093
C 0.825 0.561 -1.525 -0.293
H -2.067 2.083 -6.181 0.070
H 0.787 -2.030 -0.922 0.040
H 1.541 -0.050 0.825 0.080
H -3.034 1.756 1.136 0.059
C -1.134 -1.300 4.312 -0.105
H -4.376 -2.763 -0.319 0.081
H -2.783 -1.381 -6.442 0.072
C 3.096 0.527 -0.635 -0.107
C 0.537 -0.286 2.825 -0.162
H 0.700 1.635 -1.306 0.033
H -2.187 1.766 3.225 0.074
H -3.945 -0.095 -6.073 0.079
H -2.957 -0.128 4.713 0.098
H 5.451 3.546 3.688 0.084
H -3.791 3.258 0.569 0.084
C -2.209 1.738 -5.150 -0.104
H 1.287 0.455 -2.539 0.036
H -4.374 -3.678 -1.846 0.074
C 4.997 1.489 3.181 -0.051
H -2.630 0.196 -7.210 0.065
H -2.412 3.321 1.694 0.075
H 2.220 -1.752 -1.917 0.073
C 0.127 -1.346 3.660 -0.028
C -2.010 -1.432 -0.601 -0.259
H 5.848 -3.693 3.013 0.085
H -0.714 -3.927 -0.759 0.064
H -0.953 4.266 -1.711 0.071
C 3.356 3.260 3.202 -0.093
H -2.121 -4.917 -1.173 0.075
C 5.004 -3.024 2.864 -0.115
C -2.253 -0.490 -3.855 -0.278
H -0.036 1.607 1.978 0.086
C -1.799 -3.983 -0.675 -0.087
H -4.388 -1.909 -1.857 0.062
C 1.790 -1.596 -0.909 -0.114
C -1.880 2.818 -0.367 -0.518
C -1.977 -0.192 4.180 -0.134
H 3.470 0.600 -1.671 0.070
C 4.006 0.634 2.729 -0.144
C 1.753 -0.146 -0.568 -0.557
C 3.733 -3.552 2.559 -0.096
C -1.995 0.225 -5.163 -0.517
H -1.096 4.849 -0.043 0.070
Sn -1.305 0.117 -1.957 1.316
H -2.375 2.565 -2.469 0.021
H -3.294 -0.435 -3.528 0.051
C -1.577 0.863 3.351 -0.101
C -3.982 -2.779 -1.345 -0.100
H -0.950 0.009 -5.423 0.129
C 2.806 -1.339 2.306 -0.118
C -0.340 0.812 2.658 -0.040
H 3.584 -4.634 2.533 0.088
C 2.676 1.070 2.459 -0.098
H 1.314 2.722 2.751 0.089
C 4.692 2.830 3.381 -0.114
H -1.454 -2.144 4.937 0.091
H 6.096 -1.178 3.301 0.105
H -3.443 1.670 -1.385 0.046
C 1.813 -0.175 2.047 -0.156
H 0.767 -2.212 3.811 0.084
H 2.377 -2.207 -0.196 0.069
H -0.917 2.397 -0.018 0.089
H 1.616 -3.116 2.138 0.108
H -2.864 -0.915 -0.159 0.034
C -2.405 1.970 -1.547 -0.267
H 3.062 1.545 -0.266 0.072
H -1.488 2.285 -4.542 0.064
C 5.153 -1.645 2.965 -0.048
H 6.000 1.091 3.398 0.103
C -2.457 -2.754 -1.311 -0.516
C 4.087 -0.826 2.637 -0.141
H -2.019 -1.551 -3.934 0.034
C 2.345 2.363 2.793 -0.046
C 2.616 -2.718 2.330 -0.074
H -2.535 4.753 -1.081 0.081
C -2.895 -0.309 -6.282 -0.104
H -3.232 2.012 -4.853 0.088
H 3.095 4.287 3.428 0.083
C -2.828 2.776 0.830 -0.104
H -1.245 -1.616 0.152 0.041

***

# 3
26
Properties=species:S:1:pos:R:3:lowdin_charge:R:1 method="wB97M-V/def2-TZVPD" charge=-1 e_homo_ha=-0.153 lumo_ev=-1.83 energy_ev=-46970.87880 gap_ev=2.344
O -1.881 2.560 -2.204 0.021
O 1.904 3.724 1.094 0.213
Zr -1.874 -0.085 0.754 2.087
O -0.674 1.101 3.933 0.052
N -1.365 -2.629 -0.413 -0.614
O -2.899 0.991 -1.075 -0.222
O 0.248 3.507 -0.191 0.311
Zr 1.829 -2.764 -1.555 1.900
C 0.700 3.576 0.913 -0.973
O 3.525 -2.440 -2.891 -0.214
C 4.524 -2.195 -2.244 -0.790
O -0.054 4.310 1.536 0.292
O 1.237 -0.838 -0.840 -0.143
N -2.931 1.925 -1.971 -0.518
O -3.979 2.098 -2.676 -0.017
O 0.243 -0.190 0.985 -0.208
O -1.768 -0.331 2.968 -0.197
C 0.845 0.120 -0.122 -0.657
O -1.244 -0.648 4.993 0.058
N -1.237 0.052 4.006 -0.633
O -0.332 -3.081 -0.891 -0.192
O -1.954 -1.734 -0.978 -0.101
O -1.501 -2.363 0.744 -0.118
O 5.071 -3.284 -2.071 0.050
O 3.785 -1.965 -1.257 -0.218
O -0.220 0.583 -0.547 -0.167

***

# 4
32
Properties=species:S:1:pos:R:3:lowdin_charge:R:1 method="wB97M-V/def2-TZVPD" charge=0 smiles="O=C(Cn1ncc(Cl)c(Cl)c1=O)N1CCc2ccccc21" e_homo_ha=-0.315 lumo_ev=-0.36 energy_ev=-48306.78648 gap_ev=8.215
C -0.892 2.897 0.636 -0.027
C 1.997 -0.693 -0.017 -0.599
C -1.376 -2.278 0.024 -0.009
H -1.466 -3.195 -0.568 0.145
H -4.050 0.226 -1.411 0.125
C 0.055 1.307 2.174 -0.073
N -2.674 -0.174 0.112 0.024
H -3.511 2.891 -0.648 0.119
C -0.823 0.320 1.745 -0.012
O 0.995 -2.345 1.370 0.052
C -2.667 -1.488 -0.214 -0.425
H -4.485 0.880 0.180 0.134
Cl 3.032 1.202 -1.632 0.724
C -1.771 1.928 0.209 -0.168
C -3.658 0.709 -0.516 -0.095
C 0.617 -0.018 -1.845 -0.137
C 0.040 2.572 1.615 -0.082
H 0.738 3.320 1.958 0.102
N -0.200 -1.535 -0.384 -0.058
H -2.490 2.028 -1.806 0.120
N -0.338 -0.796 -1.464 0.128
C -2.890 2.009 -0.789 -0.084
H -1.248 -2.563 1.072 0.130
C -1.702 0.629 0.724 -0.175
Cl 3.398 -0.645 0.954 0.760
O -3.629 -2.022 -0.721 0.083
H 0.445 0.558 -2.739 0.114
H 0.755 1.076 2.962 0.110
H -0.934 3.895 0.225 0.114
C 1.833 0.091 -1.121 -0.665
C 0.941 -1.603 0.414 -0.486
H -0.815 -0.647 2.220 0.114

***

# 5
72
Properties=species:S:1:pos:R:3:lowdin_charge:R:1 method="wB97M-V/def2-TZVPD" spin_multiplicity=2 charge=+1 e_homo_ha="-0.361 / -0.361" lumo_ev="-2.04 / -6.39" energy_ev=-31634.17999 gap_ev="7.771 / 3.420"
C -2.853 -2.369 2.278 -0.422
H 0.288 2.172 2.636 0.097
H 1.790 -0.011 -1.718 0.057
C 3.251 0.813 -3.089 -0.431
O -2.317 2.028 2.382 -0.075
H 0.041 3.650 -5.099 0.085
H -2.057 -4.710 3.487 0.097
N -1.585 -1.689 2.810 0.138
C 2.319 2.792 -1.560 -0.170
C -2.458 -3.711 1.695 -0.157
C 3.612 2.049 -2.097 -0.084
H -4.143 -1.762 0.502 0.104
H -1.428 3.592 1.527 0.135
H -3.917 -0.480 1.544 0.080
H -4.515 -1.733 3.607 0.094
H 4.310 2.766 -2.530 0.112
H -2.410 3.144 -0.481 0.077
H -3.154 2.359 2.048 0.100
H 0.436 -4.349 3.507 0.128
H 2.578 -1.212 -2.845 0.086
H 1.681 3.869 -5.294 0.079
H 1.063 -0.760 3.967 0.086
C -0.386 -2.388 3.426 -0.406
C 0.956 3.063 -5.179 -0.033
C -0.174 -3.761 2.821 -0.110
H 1.864 -2.072 3.101 0.096
C 1.529 3.259 -2.788 -0.151
H 0.754 2.336 0.960 0.077
C -1.523 -4.581 2.546 -0.123
H 4.774 1.000 -4.660 0.080
O -1.904 -0.472 3.452 0.081
H -2.894 1.515 -0.091 0.071
H -2.596 -0.974 0.573 0.082
H 4.081 1.712 -1.173 0.099
H -0.815 2.286 -3.382 0.075
H 0.847 -0.907 2.272 0.062
H -1.698 0.268 2.876 0.071
H -0.445 0.784 -4.309 0.084
H 0.625 3.721 -2.391 0.110
H -3.610 -3.147 4.175 0.080
H -0.659 -1.602 5.516 0.095
H 2.030 4.139 -3.193 0.112
H 5.432 0.349 -3.204 0.078
C 0.938 -1.503 3.180 0.020
H -3.403 -4.171 1.406 0.131
C 2.699 -0.315 -2.237 -0.046
H 0.144 -3.188 5.348 0.099
C -2.057 2.211 -0.042 -0.010
H -4.760 -3.305 2.904 0.105
H 0.078 0.939 -2.616 0.058
H 1.665 2.128 -0.996 0.066
H -0.165 0.865 1.563 0.056
C -0.100 1.480 -3.545 -0.027
C -1.400 2.512 1.385 -0.434
C -0.644 -2.541 4.963 0.002
H 2.416 3.726 -1.005 0.111
H 3.394 -0.477 -1.413 0.083
H 0.223 -3.689 1.808 0.125
C 1.201 2.236 -3.907 -0.499
N 2.299 1.320 -4.151 -0.170
H 0.940 2.551 -6.141 0.082
C -3.398 -1.372 1.195 -0.011
H 2.247 0.613 -5.769 0.118
H -1.115 2.025 -0.558 0.055
H -1.956 -3.508 0.749 0.125
O 1.927 0.303 -4.918 -0.003
H -1.455 -3.195 5.282 0.084
C -3.992 -2.636 3.291 0.001
H 4.480 -0.666 -4.298 0.075
H -1.449 -5.581 2.119 0.123
C -0.023 1.944 1.616 -0.034
C 4.547 0.320 -3.838 -0.029

***

# 6
31
Properties=species:S:1:pos:R:3:lowdin_charge:R:1 method="wB97M-V/def2-TZVPD" charge=-1 e_homo_ha=-0.231 lumo_ev=1.69 energy_ev=-60426.07213 gap_ev=7.970
O 0.999 0.711 -1.363 -0.323
N -1.215 0.937 -0.190 -0.031
H 5.477 -1.883 2.461 0.100
C 2.123 -2.041 2.641 -0.145
C 1.780 -1.454 1.436 0.011
C 2.785 -1.018 0.591 -0.041
O 1.340 -3.005 4.591 0.064
S -1.703 -1.772 0.031 0.799
C 4.114 -1.176 0.959 -0.067
H 3.688 -2.654 3.976 0.112
C 3.439 -2.198 3.029 -0.020
C -1.430 -0.260 -0.091 -0.875
C -3.352 2.966 -1.116 -0.027
H 0.745 -1.336 1.150 0.059
H -3.928 3.831 -1.438 0.076
N 1.043 -2.512 3.521 -0.359
H 2.526 -0.559 -0.354 0.086
O -4.759 1.221 -2.262 0.114
C 4.440 -1.763 2.177 -0.081
H -4.780 0.445 -1.702 0.110
H -2.330 3.266 -0.944 0.032
S -2.262 1.350 -3.489 0.529
O -0.082 -2.369 3.106 0.062
N -0.977 0.604 -2.812 -0.307
H 4.900 -0.841 0.295 0.104
B -3.552 1.856 -2.193 -0.530
H -3.763 2.650 -0.166 0.066
O -2.890 0.341 -4.306 -0.352
O -0.190 2.770 -1.691 -0.299
S -0.255 1.350 -1.620 0.463
O -1.931 2.543 -4.230 -0.329

***

# 7
90
Properties=species:S:1:pos:R:3:lowdin_charge:R:1 method="wB97M-V/def2-TZVPD" charge=0 e_homo_ha=-0.325 lumo_ev=-0.42 energy_ev=-65555.08637 gap_ev=8.436
C 2.848 -6.684 -0.945 -0.109
H 3.245 -0.607 1.717 0.064
H 1.378 9.016 3.874 0.099
Cl -3.462 -0.423 4.684 0.180
H -0.997 1.665 4.039 0.093
H 2.183 2.938 0.464 0.110
C -6.507 0.253 2.297 -0.188
H -6.467 -0.471 3.239 0.095
C 2.615 -5.521 -1.897 -0.280
C 3.631 -3.714 -0.352 -0.224
H 0.991 0.465 1.090 0.086
C -2.978 -5.589 -5.299 -0.273
H 0.806 11.016 2.536 0.070
H 1.474 6.376 4.768 0.069
H 1.597 -5.138 -1.771 0.090
H 1.349 0.966 2.889 0.111
H -0.562 -4.182 -5.704 0.100
C 0.703 -5.897 -6.005 -0.112
H 0.216 5.946 1.883 0.091
H -3.756 -6.302 -5.599 0.105
C -0.080 2.817 0.899 -0.218
C -3.643 -4.418 -4.592 -0.115
H -2.916 -3.654 -4.304 0.065
I -5.926 -1.331 -0.573 0.656
H 2.107 -7.471 -1.124 0.071
H 0.848 -4.236 -4.664 0.098
C -1.432 1.520 2.937 -0.369
C 1.828 -1.991 -0.864 -0.110
H -0.044 -6.520 -6.507 0.067
H 0.566 4.946 4.241 0.051
H 4.395 -2.927 -0.350 0.110
C 1.605 9.030 2.803 -0.274
H 2.678 -5.894 -2.926 0.100
H 1.808 7.655 1.158 0.110
Si -3.316 1.064 3.101 0.275
H -1.602 -7.206 -4.958 0.101
C 1.505 2.675 1.388 -0.197
H -0.525 7.812 4.203 0.100
H 3.843 -7.115 -1.094 0.077
H 3.783 0.867 2.763 0.086
H 1.368 -6.550 -5.431 0.071
H 1.298 -5.406 -6.780 0.071
C -5.324 -0.201 1.253 -0.747
H 3.891 0.953 0.793 0.079
C 0.057 -4.857 -5.103 -0.270
H 0.938 10.088 1.034 0.076
C 0.150 6.947 2.327 -0.224
H -6.453 1.388 2.615 0.080
C 0.691 10.021 2.099 -0.116
H -0.873 3.768 2.932 0.100
C 3.285 0.581 1.723 -0.138
H -7.535 0.109 1.718 0.071
C -0.765 -5.474 -3.969 -0.231
H -1.400 6.377 3.701 0.102
H 0.883 -1.573 -0.509 0.035
H 1.516 -3.878 0.123 0.102
C 3.638 -4.394 -1.726 -0.223
H -0.427 1.936 0.208 0.058
H 3.469 -3.643 -2.507 0.100
H -2.192 3.268 1.679 0.104
C 1.524 7.618 2.217 -0.227
H -4.184 2.212 3.325 -0.026
H -2.472 -6.702 -3.526 0.110
C -0.398 6.822 3.752 -0.271
H -4.165 -4.755 -3.691 0.076
H 2.565 -1.182 -0.895 0.073
H -4.377 -3.945 -5.254 0.071
C 0.472 5.957 4.650 -0.112
H 2.758 -6.376 0.100 0.067
C 1.730 1.096 1.767 -0.271
H 1.669 -2.353 -1.884 0.065
H 3.942 -4.434 0.414 0.101
C 2.289 -3.105 0.063 -0.267
C -1.961 -6.321 -4.419 -0.226
H -2.507 -5.242 -6.225 0.099
H -0.165 3.805 0.249 0.109
H 0.025 5.880 5.647 0.074
C -1.148 2.922 2.138 -0.253
H -0.108 -6.102 -3.354 0.097
C -3.858 0.113 1.471 -0.798
H 4.643 -4.795 -1.909 0.110
H 2.391 -2.696 1.076 0.091
H 1.781 3.389 2.273 0.109
H -0.577 7.496 1.717 0.103
H -0.927 0.565 2.429 0.048
I -2.392 -0.508 -0.055 0.720
H 2.639 9.386 2.714 0.106
H 2.278 6.991 2.706 0.100
H -0.362 9.738 2.192 0.066
H -1.113 -4.671 -3.310 0.101

***

# 8
15
Properties=species:S:1:pos:R:3:lowdin_charge:R:1 method="wB97M-V/def2-TZVPD" charge=-1 e_homo_ha=-0.143 lumo_ev=0.15 energy_ev=-18646.84366 gap_ev=4.042
C 1.374 0.467 0.401 -0.756
O 0.326 1.093 0.106 -0.121
H -3.128 3.284 -0.732 0.027
C 1.327 -1.056 0.329 -0.091
H 2.421 2.000 0.840 -0.006
H -0.533 2.016 -1.876 0.031
H 0.301 -1.529 0.245 -0.116
N 2.493 0.988 0.864 0.019
C -2.160 2.806 -0.782 -0.098
C -1.408 2.664 -1.847 -0.106
H 1.725 -1.259 -0.674 0.077
H -1.640 3.033 -2.851 0.031
H -1.666 2.577 0.172 0.041
S -0.874 -3.210 0.517 0.014
H 1.781 -1.734 1.047 0.055